Here is a cluster of 3 separate species, C14H36O3PS in total from OMol25. Energies are from ωB97M-V/def2-TZVPD.

Last column: natural (NBO) charge in e.
Geometry (Å):
C 2.2290 0.2759 1.5738  -0.614
C 1.9919 -0.7030 0.4270  -0.443
C 2.2387 -0.0859 -0.9367  -0.077
O 1.4336 1.0810 -1.1953  -0.498
C 0.0875 0.9754 -1.0345  -0.123
S -0.6707 -0.3380 -2.1428  0.208
P -2.8966 -0.1885 -1.8512  0.848
C -3.0239 0.4317 -0.1343  -0.979
C -3.1433 -1.9777 -1.5861  -0.977
H 3.1220 0.8755 1.3910  0.222
H 2.3659 -0.2516 2.5160  0.232
H 1.3983 0.9702 1.7111  0.202
H 0.9796 -1.1185 0.4914  0.182
H 2.6638 -1.5597 0.5100  0.236
H 2.0925 -0.7978 -1.7573  0.178
H 3.2605 0.2813 -1.0045  0.223
H -0.2450 0.7774 -0.0142  0.204
H -0.3728 1.8879 -1.4169  0.233
H -0.3473 -1.4236 -1.4080  0.169
H -2.4501 1.3441 0.0246  0.251
H -2.7712 -0.3077 0.6250  0.248
H -4.0752 0.7122 -0.0232  0.275
H -3.0123 -2.5292 -2.5166  0.260
H -4.1880 -2.0843 -1.2815  0.270
H -2.5071 -2.3988 -0.8053  0.259
C 1.8303 4.1080 0.3373  -0.650
C 0.6272 4.7402 1.0192  -0.060
O 0.7802 6.1050 1.3339  -0.528
C 1.0283 6.9789 0.2412  -0.068
C -0.0707 6.9895 -0.8057  -0.644
H 2.7262 4.2289 0.9476  0.221
H 1.6493 3.0429 0.1900  0.201
H 2.0247 4.5449 -0.6431  0.209
H 0.4498 4.2558 1.9812  0.186
H -0.2744 4.5816 0.4089  0.143
H 1.9947 6.7514 -0.2220  0.161
H 1.1162 7.9633 0.6988  0.198
H -0.1694 6.0272 -1.3114  0.192
H 0.1604 7.7347 -1.5677  0.224
H -1.0307 7.2443 -0.3554  0.216
C -1.4240 -6.7223 1.1865  -0.647
C -1.7138 -5.5861 0.2252  -0.067
O -1.2579 -4.3103 0.6742  -0.555
C 0.1336 -4.2089 0.9298  -0.066
C 1.0088 -4.4352 -0.2906  -0.642
H -1.8529 -6.5176 2.1677  0.220
H -1.8665 -7.6415 0.8022  0.229
H -0.3554 -6.9016 1.3064  0.207
H -2.7908 -5.4619 0.1108  0.189
H -1.3054 -5.8103 -0.7664  0.161
H 0.4291 -4.8851 1.7372  0.179
H 0.2707 -3.1944 1.3075  0.173
H 0.9196 -5.4488 -0.6798  0.222
H 2.0562 -4.2785 -0.0282  0.224
H 0.7472 -3.7425 -1.0967  0.183

As for the HOMO energy: -11.7 eV. Its total charge is +1. The orbital gap is 8.24 eV.

=====

Here is a structure of composition C14H37AlBBrCaF3N3O7S from OMol25. Energies are from ωB97M-V/def2-TZVPD.

Last column: natural (NBO) charge in e.
Geometry (Å):
C 2.6691 2.8960 1.0158  -0.627
C 1.1751 2.9655 0.2670  -0.419
C 0.9641 1.4373 -0.3749  -0.430
C -0.6112 1.0299 -0.5839  -0.706
B -1.3129 0.2639 0.6861  0.808
F -1.2359 -1.2177 0.3702  -0.574
C -0.5164 0.4401 2.1279  -0.362
N 0.5145 -0.6345 2.4075  -0.495
C -2.9061 0.5859 0.9180  -0.778
C -3.3423 2.1545 0.7553  0.323
C -2.4304 3.4738 1.0928  -0.713
N -4.6154 2.4072 0.2301  -0.628
H 3.1469 3.9516 1.1787  0.250
H 2.5751 2.2560 2.0146  0.220
H 3.3362 2.2346 0.2906  0.118
H 0.3525 3.2493 1.0499  0.221
H 1.1612 3.7839 -0.5696  0.254
H 1.4306 1.5136 -1.4713  0.240
H 1.6134 0.6472 0.1927  0.169
H -1.1651 1.9851 -0.9694  0.289
H -0.6322 0.2563 -1.4933  0.250
H -0.0643 1.5117 2.2993  0.283
H -1.3544 0.3127 2.9685  0.371
H -0.0237 -1.4724 2.7645  0.433
H 1.0185 -0.9500 1.5504  0.427
H -3.5119 -0.0225 0.0900  0.242
H -3.2766 0.1240 1.9547  0.270
H -3.1967 4.3430 1.3771  0.272
H -1.7009 3.3528 1.9996  0.223
H -1.8339 3.9004 0.1521  0.245
H -5.1058 1.5097 0.0161  0.328
C -3.4834 0.9297 -2.8331  -0.254
O -2.2587 0.8556 -3.5395  -0.735
H -3.6869 1.9736 -2.5833  0.216
H -4.2907 0.5433 -3.4601  0.167
H -3.4104 0.3447 -1.9130  0.161
H -2.1048 -0.0816 -3.7474  0.455
C 5.7673 0.3914 -1.1882  -0.366
O 5.2980 1.6582 -0.7646  -0.820
H 4.9410 -0.3226 -1.1557  0.230
H 6.1428 0.4646 -2.2118  0.258
H 6.5635 0.0547 -0.5198  0.207
H 6.0524 2.2703 -0.8039  0.535
O -0.4138 2.8885 -5.4025  -0.880
H -0.9547 2.2624 -4.8570  0.568
H 0.3242 3.2854 -4.8733  0.489
H -0.9790 3.5887 -5.8174  0.534
Al 4.8942 0.7850 0.9539  0.932
Br -0.2058 3.0662 -3.3211  -0.676
C 0.2860 -3.5652 -0.2547  -0.106
C 0.0490 -4.6020 -1.3495  -0.154
O 1.1933 -4.5192 -2.1959  -0.738
S 2.4909 -4.1140 -1.2945  2.474
O 3.2096 -5.3256 -0.9679  -0.843
O 3.1223 -2.9618 -1.8946  -0.852
O 1.6815 -3.6289 0.0349  -0.550
H 0.0580 -2.5558 -0.6118  0.261
H -0.2999 -3.7731 0.6446  0.286
H -0.8647 -4.4079 -1.9162  0.142
H 0.0101 -5.6138 -0.9323  0.088
C -1.7294 -3.2682 5.5752  -0.723
C -1.6619 -3.0929 4.0668  0.396
N -1.6059 -2.9474 2.8156  -0.477
H -1.2345 -2.4284 6.0706  0.291
H -2.7729 -3.3084 5.8995  0.269
H -1.2304 -4.1969 5.8652  0.262
F -1.4058 0.5293 4.8306  -0.564
F 2.1942 -3.0438 1.9247  -0.800
Ca -0.8058 -6.4232 -2.5797  1.811

As for the HOMO energy: -11.7 eV. Its total charge is +2. The orbital gap is 2.14 eV.

=====

Here is a structure of composition C14H37Be3N3O7 from OMol25. Energies are from ωB97M-V/def2-TZVPD.

Last column: natural (NBO) charge in e.
Geometry (Å):
Be 2.7897 -1.2680 1.4872  0.838
Be 6.2032 3.1325 -3.4690  0.732
Be -1.3989 1.3803 -4.9581  0.751
C 2.1834 1.9374 -1.8599  0.877
O 2.1466 2.3663 -3.0188  -0.331
O 2.9425 2.2559 -0.9644  -0.412
O 1.4077 0.9765 -1.6984  -0.343
C -2.7162 -4.9818 1.2305  -0.655
C -1.2452 -4.5990 1.0626  -0.097
C -0.7103 -4.5899 -0.3775  -0.073
O 0.7115 -4.3581 -0.3894  -0.462
C 1.3536 -4.5551 -1.5728  -0.273
N -1.0302 -3.2214 1.5328  -0.654
H -3.4246 -4.7586 0.4328  0.233
H -3.2257 -4.6723 2.1430  0.242
H -2.8306 -6.0637 1.1637  0.265
H -0.7504 -5.2232 1.8067  0.241
H -1.2471 -3.9152 -1.0444  0.188
H -0.7441 -5.5860 -0.8188  0.222
H 2.2201 -5.1839 -1.3681  0.220
H 1.7249 -3.6813 -2.1083  0.188
H 0.7768 -5.1529 -2.2785  0.199
H -1.6734 -3.2159 2.3115  0.378
H -1.5469 -2.5630 0.9674  0.354
C 1.3227 2.1377 6.3699  -0.626
C 2.3725 1.9688 5.2238  -0.067
C 3.4598 0.8998 5.6422  -0.037
O 4.3293 0.5278 4.6546  -0.522
C 5.4836 -0.1825 5.2009  -0.282
N 1.6737 1.4979 4.0542  -0.641
H 0.4479 2.7055 6.0531  0.230
H 1.8134 2.5638 7.2450  0.256
H 1.0018 1.1551 6.7158  0.235
H 2.8899 2.9028 5.0044  0.245
H 2.9196 0.0094 5.9637  0.193
H 3.9775 1.5011 6.3896  0.221
H 5.2285 -0.9288 5.9533  0.202
H 6.1823 0.5302 5.6390  0.208
H 6.1522 -0.6502 4.4782  0.212
H 0.8183 2.0326 4.0032  0.387
H 2.1420 1.9554 3.2851  0.367
C -7.1041 2.0914 -2.2782  -0.604
C -5.8041 2.5798 -2.9473  -0.076
C -5.0067 3.7882 -2.3059  -0.086
O -3.7241 4.0149 -2.9051  -0.434
C -2.9529 5.1325 -2.3843  -0.269
N -4.8875 1.4166 -2.8240  -0.622
H -7.8096 2.9215 -2.2445  0.270
H -6.7862 1.8187 -1.2719  0.210
H -7.5663 1.2847 -2.8471  0.249
H -5.9733 2.8382 -3.9926  0.235
H -4.8342 3.6201 -1.2428  0.186
H -5.4610 4.7751 -2.2184  0.236
H -1.9237 5.1518 -2.7426  0.213
H -2.9792 5.1800 -1.2957  0.200
H -3.4881 6.0223 -2.7159  0.229
H -5.4130 0.5756 -3.0158  0.387
H -4.6986 1.2652 -1.8434  0.367
C 5.6652 -1.8185 -6.5405  -0.264
O 4.9251 -0.7452 -6.0219  -0.688
H 5.1126 -2.3663 -7.3037  0.190
H 6.4434 -1.2918 -7.0929  0.202
H 6.1364 -2.4756 -5.8095  0.191
H 3.9989 -0.8655 -6.2441  0.469

As for the HOMO energy: -17.3 eV. Its total charge is +4. The orbital gap is 1.71 eV.

=====

Here is a cluster of 7 separate species, C14H37Br2FO12P2S in total from OMol25. Energies are from ωB97M-V/def2-TZVPD.

Last column: natural (NBO) charge in e.
Geometry (Å):
C -4.8836 -2.6288 0.9484  -0.642
C -4.4142 -2.9101 -0.5979  -0.540
S -3.6563 -1.4239 -1.4646  0.187
C -2.4232 -0.5340 -0.3488  -0.597
C -1.0892 -0.2429 -1.2439  0.550
O -1.6441 0.8202 -2.1474  -0.734
O -0.8641 -1.3324 -2.2513  -0.546
C 0.4679 -1.9671 -2.1852  0.813
O 0.9424 -2.7374 -3.1663  -0.572
C 1.1930 -1.4798 -0.7567  -0.785
P 0.7581 -2.9814 0.3506  0.816
C -1.0606 -3.5169 0.2639  -0.986
C 1.6622 -4.5452 -0.3945  -0.928
P 3.1038 -1.5526 -0.6441  2.232
O 3.6345 -2.2964 0.6886  -1.035
O 3.9274 -0.0240 -0.6161  -0.961
O 3.7724 -2.4379 -2.0320  -0.956
C 0.3920 -0.0417 -0.5744  -0.066
C 1.0670 1.3210 -1.2723  -0.484
C 1.4341 1.1916 -2.8507  0.014
F 2.5895 0.3640 -3.2195  -0.391
C 0.1779 0.3020 1.0488  -0.266
Br 1.9468 0.5368 2.0382  0.014
C -0.6135 1.7081 1.3384  -0.257
C 0.3450 3.0122 1.5917  -0.682
Br -1.7884 1.4727 2.9882  -0.009
H -4.7153 -3.6219 1.5516  0.220
H -4.2377 -1.7936 1.4600  0.212
H -6.0089 -2.2841 0.9969  0.230
H -3.7424 -3.8791 -0.6139  0.218
H -5.3924 -3.1883 -1.2225  0.248
H -2.9147 0.5295 -0.1187  0.245
H -2.2502 -1.0379 0.6885  0.251
H -1.7729 1.6752 -1.6416  0.475
H -1.0835 -4.6971 0.4385  0.263
H -1.6079 -3.3344 -0.7535  0.246
H -1.6209 -3.0605 1.2030  0.239
H 0.8987 -5.4530 -0.5019  0.258
H 2.0883 -4.3493 -1.4661  0.245
H 2.5650 -4.8385 0.2899  0.266
H 4.6428 0.0084 -1.3319  0.523
H 4.0147 -3.3488 -1.6727  0.517
H 2.0098 1.7118 -0.6523  0.275
H 0.3107 2.2461 -1.2105  0.240
H 0.5354 0.8358 -3.5512  0.219
H 1.6761 2.2971 -3.2344  0.186
H -0.3346 -0.6113 1.6225  0.272
H -1.3554 1.9813 0.4755  0.205
H 0.6917 3.1012 2.7307  0.279
H -0.3473 3.9699 1.4215  0.238
H 1.2387 3.1306 0.8457  0.232
O 3.3327 3.1612 3.6318  -0.952
H 3.7092 3.4155 2.7759  0.481
H 3.0298 2.2512 3.4932  0.470
O 1.6621 -6.3712 -2.7204  -0.947
H 1.4126 -5.6492 -3.3166  0.481
H 1.0996 -7.1095 -2.9986  0.471
O 1.3163 5.5723 2.9431  -0.970
H 2.1414 5.2600 3.3438  0.493
H 1.4386 6.5310 2.8722  0.478
O 4.3567 5.5535 2.6530  -0.952
H 5.2369 5.4158 3.0341  0.480
H 4.5203 6.1218 1.8854  0.476
O -0.2159 8.2436 3.6501  -0.945
H -0.5945 7.9355 4.4872  0.476
H -0.9865 8.5229 3.1333  0.470
O -6.9225 -1.1168 -3.2417  -0.942
H -6.0424 -1.2545 -2.8606  0.473
H -6.7590 -0.5485 -4.0093  0.469

For the relative energy (zero: lowest compared OMol25 entry of this formula, charge and spin), the calculation gives 186.5 kcal/mol. As for the HOMO energy: -8.4 eV. Its SMILES is CCSC[C@]1(O)OC(=O)[C@@](P(C)C)(P(=O)(O)O)[C@]1(CCF)[C@@H](Br)[C@H](C)Br.O.O.O.O.O.O. The orbital gap is 8.34 eV.